{
  "formula": "C5H11NO",
  "method": "ωB97M-V with the def2-TZVPD basis set",
  "species": ["C", "C", "N", "C", "C", "C", "O", "H", "H", "H", "H", "H", "H", "H", "H", "H", "H", "H"],
  "positions_angstrom": [[0.83, -0.63, -2.08], [1.08, -0.79, -0.57], [-0.09, -0.53, 0.21], [-1.13, -1.51, 0.40], [-0.33, 0.77, 0.69], [0.72, 1.86, 0.42], [-1.38, 1.08, 1.27], [1.75, -0.94, -2.58], [0.85, 0.23, -2.25], [0.03, -1.34, -2.41], [1.20, -2.01, -0.37], [1.95, -0.42, -0.05], [-0.84, -2.23, 1.07], [-1.49, -1.85, -0.55], [-1.89, -1.08, 1.00], [0.23, 2.74, 0.67], [1.73, 1.72, 1.17], [1.18, 1.95, -0.47]],
  "total_charge": 0,
  "lumo_ev": 0.886,
  "gap_ev": 9.97,
  "energy_ev": -8898.5135,
  "relative_energy_kj_mol": 307.2
}